a | This record from the OMol25 dataset describes a cluster of 8 separate species, H16O8 in total. The level of theory is ωB97M-V with the def2-TZVPD basis set.

The geometry in XYZ format:
```
24
Properties=species:S:1:pos:R:3:mulliken_charge:R:1
O 1.12 -0.67 -1.06 -0.594
H 0.20 -0.68 -1.51 0.289
H 1.08 -0.57 -0.07 0.316
O -1.22 -1.94 1.59 -0.624
H -1.52 -1.63 2.46 0.321
H -2.05 -2.22 1.11 0.309
O 3.67 0.22 1.09 -0.585
H 2.67 0.45 0.90 0.255
H 4.19 0.54 0.36 0.298
O -3.75 -0.75 -1.86 -0.683
H -4.31 -1.23 -1.31 0.386
H -2.93 -1.06 -1.44 0.292
O 1.59 3.28 -1.78 -0.617
H 2.09 4.09 -1.73 0.315
H 2.12 2.55 -1.60 0.303
O -4.17 0.18 0.07 -0.686
H -3.37 0.29 -0.56 0.395
H -4.87 0.67 -0.26 0.293
O 3.77 -2.42 -0.51 -0.584
H 3.70 -3.34 -0.66 0.286
H 3.72 -2.09 -1.47 0.311
O -0.70 1.71 2.74 -0.619
H 0.21 2.12 2.67 0.316
H -1.25 2.48 2.84 0.308
```

As for the structure (SMILES): O.O.O.O.O.O.O.O. The value obtained for the HOMO-LUMO gap is 10.417 eV. Its spin multiplicity is 1.



b | This record from the OMol25 dataset describes a cluster of 8 separate species, H16O8 in total. The level of theory is ωB97M-V with the def2-TZVPD basis set.

The geometry in XYZ format:
```
24
Properties=species:S:1:pos:R:3:mulliken_charge:R:1
O 3.09 1.24 2.14 -0.652
H 2.57 0.76 1.50 0.375
H 3.97 0.90 1.99 0.294
O 0.25 1.21 -0.48 -0.812
H 0.11 0.63 -1.25 0.514
H -0.09 0.69 0.25 0.296
O -2.12 2.26 -0.08 -0.667
H -2.60 1.43 0.06 0.263
H -1.18 2.05 -0.09 0.436
O -2.79 -0.43 -3.66 -0.644
H -1.96 -0.29 -3.21 0.362
H -3.41 0.22 -3.36 0.318
O 2.14 -0.72 0.15 -0.660
H 1.79 0.04 -0.31 0.430
H 3.08 -0.60 -0.06 0.281
O 0.17 -2.42 2.05 -0.614
H 0.10 -1.48 2.17 0.426
H -0.65 -2.66 2.42 0.270
O -0.50 0.18 1.97 -0.749
H 0.04 0.58 2.63 0.304
H -1.39 0.11 2.30 0.290
O -0.29 -0.87 -2.20 -0.671
H 0.05 -1.07 -3.09 0.334
H -0.40 -1.74 -1.85 0.277
```

As for the structure (SMILES): O.O.O.O.O.O.O.O. The value obtained for the HOMO-LUMO gap is 10.887 eV. Its spin multiplicity is 1.



Which is most stable? The ranking, best first, is b, a.